{"formula": "C4H8OS", "method": "ωB97M-V/def2-TZVPD", "species": ["C", "C", "O", "C", "S", "C", "H", "H", "H", "H", "H", "H", "H", "H"], "xyz": [[0.16900, 0.95358, 0.46947], [1.16176, -0.04998, -0.33878], [0.42637, -1.21465, -0.74011], [-0.57975, -1.49947, 0.26256], [-1.97263, -0.38686, -0.20618], [-1.01201, 1.02660, -0.60548], [-0.08741, 0.58549, 1.51331], [0.74603, 1.97475, 0.90270], [1.63367, 0.28991, -1.24324], [2.13892, -0.61345, 0.25535], [-0.24558, -1.27891, 1.31823], [-0.40151, -2.72783, 0.44387], [-0.31571, 0.95186, -1.58891], [-1.66113, 1.98895, -0.44277]], "forces_ev_per_angstrom": [[2.762, 1.733, 0.745], [2.072, -2.285, 3.235], [-0.731, 0.382, 1.207], [2.559, -2.648, 0.732], [-1.602, -2.122, 0.091], [2.924, 2.115, 0.718], [-0.120, 0.021, -1.692], [-1.410, -2.272, -2.193], [-0.153, 0.901, -0.292], [-2.476, 2.277, -0.771], [-0.114, 0.436, -1.247], [-2.212, 2.868, -1.370], [-2.718, 0.545, 1.634], [1.219, -1.951, -0.797]], "lowdin_charge": [-0.26, -0.24, -0.29, -0.49, 0.84, -0.53, 0.08, 0.16, 0.09, 0.17, 0.06, 0.17, 0.12, 0.11], "orbital_gap_ha": 0.351, "total_energy_ha": -630.48978, "spin_multiplicity": 1, "fmax_ev_per_a": 4.47, "smiles": "C1COCSC1", "charge": 0, "lumo_energy_ev": 0.9}